ORCA calculation (ωB97M-V/def2-TZVPD) on C22H17BF5MnO2S as an isolated structure at a distorted geometry.

HOMO-LUMO gap (alpha / beta) ... 6.71 / 7.22 eV
Energy relative to the best compared isomer or geometry (same formula, charge and spin) ... 0.0 kJ/mol
Expectation value of S² ... 1.107
Highest occupied orbital energy (alpha / beta) ... -11.66 / -11.63 eV
LUMO (alpha / beta) ... -4.944 / -4.414 eV

The geometry in ORCA input format:
```
! RIJCOSX wB97M-V def2-TZVPD def2/J DEFGRID3
* xyz 1 2
Mn 0.54 0.01 3.38
S -0.62 -1.70 3.99
F -1.22 1.07 3.46
F -3.66 2.29 3.29
F -5.93 0.82 3.68
F -3.33 -3.02 4.39
F -5.74 -1.82 4.23
O 1.33 0.49 0.37
O -0.47 -0.88 0.82
C -2.39 0.34 3.66
C 2.00 -0.69 2.46
C 0.22 1.03 -4.48
C -1.12 -0.37 -2.79
C -4.74 0.24 3.76
C 0.85 0.82 -2.05
C 3.97 -1.99 2.25
C 1.60 0.57 -4.96
C -0.47 -0.52 -0.54
C -2.23 -1.00 3.93
C -3.59 0.99 3.56
C -0.03 0.47 -3.08
C 0.60 0.30 -0.80
C -0.83 0.55 -5.49
C -3.39 -1.73 4.12
C 2.66 0.22 3.30
C 0.18 2.56 -4.43
C 4.63 -1.10 3.13
C 2.66 -1.79 1.89
C -4.64 -1.12 4.04
C 4.00 0.00 3.65
C -1.36 -0.88 -1.52
B 0.63 -0.23 1.31
H 2.40 0.93 -4.31
H 1.66 -0.52 -5.00
H 2.20 1.18 3.61
H 5.67 -1.29 3.39
H 2.15 -2.48 1.24
H -0.59 0.97 -6.47
H 0.36 2.97 -5.42
H 1.79 0.95 -5.96
H -0.79 2.91 -4.08
H -2.20 -1.53 -1.32
H 0.94 2.96 -3.76
H 4.50 -2.85 1.87
H 1.70 1.46 -2.22
H 4.53 0.70 4.28
H -1.80 -0.64 -3.58
H -0.83 -0.54 -5.59
H -1.83 0.88 -5.22
*
```

Mulliken population analysis, charges in e, atoms 1 to 2: -0.300 -0.326